ORCA calculation (the ωB97M-V functional and the def2-TZVPD basis) on C16H29Al2BBr2CaClF9N3O9PS3 as an isolated structure at a distorted geometry.

Cartesian coordinates (Å):
1 F 4.682 3.599 -0.718
2 C 4.271 2.550 -1.576
3 F 4.313 1.367 -0.778
4 F 5.124 2.335 -2.643
5 C 2.739 2.793 -2.011
6 C 2.378 4.340 -1.959
7 N 1.087 4.636 -2.559
8 C 0.234 3.590 -1.945
9 C -0.288 2.537 -2.900
10 C -1.131 1.351 -2.355
11 C -1.287 1.466 -0.816
12 C -0.695 2.648 -0.083
13 N 0.073 3.754 -0.540
14 H 2.117 2.153 -1.298
15 H 2.571 2.464 -3.098
16 H 3.198 4.896 -2.579
17 H 2.401 4.803 -0.906
18 H -0.040 2.593 -4.005
19 H -1.548 0.491 -3.020
20 H -1.849 0.668 -0.242
21 H -0.868 2.650 1.054
22 Ca 1.272 1.003 -0.382
23 C -1.337 7.526 -1.670
24 S -1.884 8.080 -0.030
25 O -3.193 8.762 -0.204
26 C -0.623 9.361 0.145
27 H -2.037 6.721 -2.012
28 H -1.368 8.356 -2.381
29 H -0.325 7.127 -1.603
30 H -0.699 10.075 -0.677
31 H 0.366 8.900 0.153
32 H -0.791 9.877 1.090
33 N 4.919 -3.128 -2.381
34 S 5.493 -4.526 -1.917
35 O 4.644 -5.677 -2.111
36 O 6.332 -4.536 -0.745
37 F 6.573 -4.749 -3.066
38 S 3.744 -2.650 -1.470
39 O 2.979 -1.553 -2.040
40 O 3.981 -2.532 -0.049
41 F 2.683 -3.834 -1.548
42 O -1.181 -3.070 1.264
43 P -1.121 -4.549 1.665
44 O -1.516 -5.190 0.201
45 C -0.486 -5.285 -0.785
46 C 0.566 -6.318 -0.415
47 O -2.630 -4.573 2.366
48 C -3.180 -3.329 2.770
49 C -3.976 -2.696 1.636
50 O -0.942 -6.162 2.241
51 C -0.047 -6.303 3.331
52 C -0.479 -5.518 4.549
53 H -0.026 -4.305 -0.935
54 H -0.963 -5.577 -1.723
55 H 1.131 -5.999 0.466
56 H 1.273 -6.461 -1.232
57 H 0.100 -7.277 -0.175
58 H -2.392 -2.663 3.133
59 H -3.841 -3.516 3.623
60 H -3.488 -2.807 0.666
61 H -4.128 -1.623 1.822
62 H -4.955 -3.172 1.543
63 H 0.955 -5.998 3.008
64 H 0.003 -7.409 3.595
65 H -0.473 -4.440 4.342
66 H 0.197 -5.699 5.387
67 H -1.495 -5.783 4.846
68 Al 4.222 6.257 -1.492
69 Cl -0.891 -8.844 3.394
70 B -3.858 2.698 2.128
71 F -3.436 4.030 2.364
72 F -2.746 1.915 1.646
73 F -4.336 2.115 3.353
74 F -4.900 2.683 1.161
75 Br -3.030 -0.099 -2.337
76 Al -4.501 -0.506 3.234
77 Br -1.640 5.187 -2.762

energy	-291097.0477	eV
M	1005.69	g mol⁻¹
charge	+2
HOMO level	-12.4	eV
relative energy (zero: lowest compared OMol25 entry of this formula, charge and spin)	240.1	kcal/mol
frontier orbital gap	0.050	Ha

ORCA calculation (the ωB97M-V functional and the def2-TZVPD basis) on C34H51ClN3O2PRuSTe4 as an isolated structure at a distorted geometry.

Cartesian coordinates (Å):
1 Ru 0.833 0.063 -0.288
2 Cl -0.509 -3.559 5.930
3 C 0.166 -2.723 4.545
4 C 1.462 -2.207 4.617
5 C 1.958 -1.487 3.560
6 C 1.196 -1.265 2.385
7 O 1.684 -0.453 1.499
8 C -0.060 -1.917 2.279
9 C -0.866 -1.927 1.088
10 N -0.494 -1.523 -0.078
11 C -1.298 -1.700 -1.209
12 C -2.356 -2.623 -1.292
13 C -3.082 -2.749 -2.464
14 C -2.763 -1.990 -3.581
15 C -1.675 -1.092 -3.551
16 C -1.253 -0.358 -4.679
17 C -0.149 0.482 -4.564
18 C 0.496 0.609 -3.356
19 N 0.125 -0.064 -2.238
20 C -0.942 -0.935 -2.335
21 C -0.573 -2.593 3.401
22 H 2.061 -2.368 5.504
23 H 2.949 -1.054 3.598
24 H -1.872 -2.328 1.209
25 H -2.579 -3.267 -0.452
26 H -3.895 -3.463 -2.508
27 H -3.332 -2.082 -4.498
28 H -1.786 -0.469 -5.615
29 H 0.221 1.043 -5.412
30 H 1.341 1.273 -3.265
31 H -1.562 -3.034 3.346
32 Te 3.413 -0.552 -0.776
33 Te 6.027 -0.155 -1.262
34 Te 4.595 3.712 -1.264
35 Te 2.533 2.025 -0.928
36 C 3.599 -1.845 -4.436
37 C 3.462 -3.328 -4.095
38 C 3.380 -3.616 -2.597
39 S 1.862 -2.972 -1.826
40 O 2.062 -3.214 -0.351
41 C 0.777 -4.346 -2.368
42 C 0.847 -5.542 -1.435
43 C -0.029 -6.690 -1.935
44 H 3.561 -1.700 -5.518
45 H 4.541 -1.441 -4.066
46 H 2.779 -1.263 -4.011
47 H 4.320 -3.869 -4.502
48 H 2.570 -3.723 -4.589
49 H 4.219 -3.174 -2.057
50 H 3.389 -4.689 -2.396
51 H 1.075 -4.601 -3.388
52 H -0.237 -3.941 -2.407
53 H 0.527 -5.232 -0.441
54 H 1.878 -5.888 -1.340
55 H -1.065 -6.364 -2.054
56 H -0.009 -7.521 -1.229
57 H 0.324 -7.057 -2.902
58 C -3.233 2.675 0.140
59 C -2.007 3.588 0.272
60 C -1.376 3.671 -1.127
61 C -2.474 4.975 0.727
62 P -0.735 2.711 1.385
63 N -0.146 1.555 0.556
64 C -1.644 2.014 2.909
65 C -2.629 2.959 3.609
66 C -0.558 1.573 3.904
67 C -2.387 0.740 2.482
68 C 0.532 3.985 2.014
69 C 0.969 4.912 0.873
70 C 0.042 4.895 3.152
71 C 1.772 3.173 2.486
72 H -3.858 3.040 -0.680
73 H -3.845 2.669 1.040
74 H -2.931 1.654 -0.094
75 H -2.151 3.903 -1.865
76 H -0.936 2.709 -1.392
77 H -0.599 4.430 -1.194
78 H -3.278 5.308 0.062
79 H -1.681 5.716 0.671
80 H -2.866 4.962 1.745
81 H -2.185 3.920 3.861
82 H -2.962 2.494 4.543
83 H -3.515 3.147 3.003
84 H 0.034 2.400 4.287
85 H 0.122 0.861 3.435
86 H -1.028 1.073 4.756
87 H -3.392 0.942 2.117
88 H -2.469 0.060 3.335
89 H -1.838 0.224 1.697
90 H 0.222 5.667 0.634
91 H 1.210 4.361 -0.034
92 H 1.883 5.435 1.170
93 H -0.839 5.468 2.860
94 H 0.842 5.608 3.377
95 H -0.180 4.355 4.069
96 H 1.660 2.103 2.305
97 H 1.944 3.309 3.557
98 H 2.665 3.499 1.955

energy	-109052.2431	eV
M	1243.77	g mol⁻¹
charge	-1
multiplicity	6
HOMO level (alpha / beta)	-2.7 / -4.0	eV
relative energy (zero: lowest compared OMol25 entry of this formula, charge and spin)	37.0	kcal/mol
frontier orbital gap (alpha / beta)	0.153 / 0.171	Ha

ORCA calculation (the ωB97M-V functional and the def2-TZVPD basis) on a 11-piece molecular cluster, C28H79FINO10PS10 overall at a distorted geometry.

Cartesian coordinates (Å):
1 C -3.912 2.891 3.849
2 C -3.469 1.751 2.823
3 I -1.542 2.424 2.010
4 C -4.578 1.678 1.701
5 P -5.195 -0.033 1.283
6 C -4.335 -1.431 2.166
7 C -2.750 -1.445 2.033
8 N -2.129 -1.702 3.372
9 C -7.024 -0.172 1.712
10 C -7.367 0.635 3.060
11 C -8.431 -0.118 3.939
12 F -7.836 -1.098 4.757
13 H -3.296 2.867 4.789
14 H -4.977 2.781 4.173
15 H -3.822 3.875 3.318
16 H -3.363 0.827 3.441
17 H -5.435 2.328 2.029
18 H -4.157 2.106 0.751
19 H -5.113 -0.215 -0.125
20 H -4.699 -1.433 3.229
21 H -4.723 -2.387 1.705
22 H -2.374 -2.249 1.348
23 H -2.373 -0.480 1.588
24 H -2.738 -1.257 4.069
25 H -2.259 -2.706 3.542
26 H -7.239 -1.255 1.926
27 H -7.662 0.160 0.846
28 H -7.821 1.625 2.799
29 H -6.429 0.867 3.644
30 H -8.914 0.645 4.593
31 H -9.243 -0.547 3.295
32 C -1.233 -4.930 -2.163
33 S -2.260 -5.157 -0.701
34 O -2.296 -3.844 0.024
35 C -1.100 -6.225 0.169
36 H -1.746 -4.253 -2.845
37 H -0.272 -4.500 -1.877
38 H -1.082 -5.892 -2.655
39 H -0.147 -5.710 0.299
40 H -0.957 -7.144 -0.400
41 H -1.520 -6.468 1.145
42 C -3.679 -5.667 3.593
43 S -3.381 -7.428 3.861
44 O -2.833 -7.983 2.589
45 C -5.119 -7.900 3.950
46 H -2.715 -5.172 3.469
47 H -4.280 -5.524 2.693
48 H -4.192 -5.250 4.461
49 H -5.629 -7.615 3.028
50 H -5.585 -7.410 4.806
51 H -5.174 -8.980 4.076
52 C 3.391 1.497 0.368
53 S 3.749 -0.248 0.650
54 O 4.219 -0.823 -0.645
55 C 2.035 -0.759 0.871
56 H 4.330 2.012 0.166
57 H 2.725 1.606 -0.490
58 H 2.929 1.922 1.260
59 H 1.455 -0.508 -0.019
60 H 1.614 -0.262 1.746
61 H 2.014 -1.838 1.024
62 C 9.494 -2.249 -1.073
63 S 9.039 -0.506 -0.971
64 O 9.732 0.070 0.222
65 C 7.319 -0.794 -0.511
66 H 10.554 -2.314 -1.316
67 H 9.311 -2.738 -0.115
68 H 8.913 -2.731 -1.860
69 H 7.273 -1.376 0.411
70 H 6.811 -1.324 -1.316
71 H 6.839 0.170 -0.356
72 C -11.102 3.687 1.961
73 S -10.678 2.661 0.540
74 O -9.293 2.135 0.768
75 C -10.549 4.018 -0.637
76 H -11.196 3.041 2.834
77 H -10.317 4.426 2.134
78 H -12.054 4.185 1.776
79 H -9.799 4.735 -0.297
80 H -11.519 4.506 -0.737
81 H -10.250 3.609 -1.602
82 C 0.542 -1.986 -4.631
83 S 2.004 -2.471 -3.692
84 O 1.585 -3.537 -2.733
85 C 2.148 -0.936 -2.757
86 H 0.247 -2.822 -5.264
87 H -0.274 -1.740 -3.948
88 H 0.781 -1.125 -5.256
89 H 1.231 -0.758 -2.193
90 H 2.336 -0.109 -3.444
91 H 2.988 -1.031 -2.066
92 C -8.685 6.162 5.113
93 S -7.877 6.075 3.504
94 O -8.948 6.097 2.464
95 C -7.326 4.364 3.663
96 H -9.141 7.146 5.214
97 H -9.456 5.394 5.184
98 H -7.942 6.025 5.901
99 H -8.187 3.712 3.823
100 H -6.630 4.278 4.498
101 H -6.822 4.077 2.740
102 C 6.033 0.162 -5.106
103 S 7.818 -0.042 -5.273
104 O 8.384 -0.150 -3.894
105 C 8.144 1.630 -5.859
106 H 5.616 -0.764 -4.710
107 H 5.816 0.982 -4.419
108 H 5.597 0.366 -6.085
109 H 7.794 2.358 -5.128
110 H 7.640 1.785 -6.814
111 H 9.219 1.743 -5.996
112 C 13.737 -1.487 -1.382
113 S 14.147 -2.515 -2.805
114 O 15.539 -3.012 -2.611
115 C 14.217 -1.162 -3.996
116 H 13.679 -2.125 -0.501
117 H 14.511 -0.732 -1.232
118 H 12.771 -1.007 -1.545
119 H 14.961 -0.429 -3.681
120 H 13.235 -0.694 -4.073
121 H 14.499 -1.572 -4.965
122 C 6.300 7.049 -4.335
123 S 6.650 5.304 -4.045
124 O 7.117 4.722 -5.337
125 C 4.932 4.803 -3.819
126 H 7.240 7.558 -4.541
127 H 5.633 7.156 -5.192
128 H 5.841 7.481 -3.445
129 H 4.352 5.053 -4.708
130 H 4.518 5.308 -2.945
131 H 4.907 3.725 -3.659

energy	-180726.8699	eV
M	1087.48	g mol⁻¹
charge	+1
HOMO level	-9.1	eV
frontier orbital gap	0.229	Ha

ORCA calculation (the ωB97M-V functional and the def2-TZVPD basis) on a 2-piece molecular cluster, C4H8O overall at a distorted geometry.

Cartesian coordinates (Å):
1 C -2.022 -0.712 0.041
2 C 1.128 -0.670 -1.008
3 C 0.223 1.250 0.762
4 C 0.635 -0.100 0.282
5 O -2.816 0.124 0.318
6 H -2.088 -1.689 -0.469
7 H 2.195 -0.465 -1.011
8 H 0.755 -0.247 -1.872
9 H 1.167 -1.796 -1.061
10 H -0.366 1.280 1.709
11 H -0.423 1.789 0.088
12 H 0.968 2.086 1.022
13 H 0.645 -0.851 1.200

energy	-6320.6822	eV
M	72.11	g mol⁻¹
HOMO level (alpha / beta)	-7.8 / -7.3	eV
relative energy (zero: lowest compared OMol25 entry of this formula, charge and spin)	103.4	kcal/mol
frontier orbital gap (alpha / beta)	0.319 / 0.296	Ha

ORCA calculation (the ωB97M-V functional and the def2-TZVPD basis) on the molecule C3H4ClN3O2 at a distorted geometry.

Cartesian coordinates (Å):
1 C -0.392 -0.431 -1.483
2 C 0.539 -1.071 -0.855
3 C 0.145 0.938 1.060
4 N -0.991 0.824 -0.957
5 N -1.024 1.023 0.379
6 N 1.265 -1.403 0.171
7 O 2.460 -0.937 0.200
8 O 0.854 -2.074 1.149
9 Cl 0.009 0.500 2.668
10 H -0.759 -0.648 -2.398
11 H 1.202 0.953 0.587
12 H -1.518 1.310 -1.571
13 H -1.790 1.018 1.051

energy	-24253.2753	eV
M	149.54	g mol⁻¹
multiplicity	3
HOMO level (alpha / beta)	-6.4 / -9.3	eV
frontier orbital gap (alpha / beta)	0.239 / 0.240	Ha

ORCA calculation (the ωB97M-V functional and the def2-TZVPD basis) on a 2-piece molecular cluster, C4H12N3 overall at a distorted geometry.

Cartesian coordinates (Å):
1 C -0.325 -0.978 -0.593
2 C -0.458 -1.966 0.411
3 C 0.639 0.227 -2.455
4 C 0.964 0.858 1.496
5 N -0.112 -0.692 -1.731
6 N 0.142 0.975 0.392
7 N -1.259 1.160 0.781
8 H -0.827 -1.535 1.307
9 H -1.109 -2.905 0.077
10 H 0.622 -2.417 0.619
11 H 0.818 1.058 -1.865
12 H 0.263 0.378 -3.456
13 H 1.641 -0.212 -2.585
14 H 0.845 -0.177 1.992
15 H 1.949 0.832 1.057
16 H 0.941 1.632 2.292
17 H -1.319 2.168 0.522
18 H -1.569 0.901 1.677
19 H -1.845 0.690 0.064

energy	-8801.7391	eV
M	102.16	g mol⁻¹
charge	+1
HOMO level	-12.1	eV
relative energy (zero: lowest compared OMol25 entry of this formula, charge and spin)	138.3	kcal/mol
frontier orbital gap	0.316	Ha

ORCA calculation (the ωB97M-V functional and the def2-TZVPD basis) on C18H29CuN3O4Ta as an isolated structure at a distorted geometry.

Cartesian coordinates (Å):
1 N 0.068 -1.741 -1.917
2 C -0.642 -1.419 -2.901
3 O -1.175 -1.486 -3.970
4 Cu 0.984 -2.951 0.171
5 Ta 0.289 -0.440 -0.366
6 N 2.263 -0.309 -0.369
7 N -0.147 -1.395 1.311
8 C 3.096 0.302 -1.447
9 C -1.165 -2.382 1.788
10 C 3.492 -0.832 -2.401
11 C 4.335 0.933 -0.802
12 C 2.321 1.345 -2.221
13 C -0.419 -3.391 2.665
14 C -2.243 -1.666 2.608
15 C -1.810 -3.051 0.575
16 H 4.201 -1.538 -1.930
17 H 3.987 -0.404 -3.294
18 H 2.591 -1.385 -2.722
19 H 4.042 1.636 -0.013
20 H 4.914 1.488 -1.555
21 H 5.018 0.182 -0.379
22 H 1.459 0.910 -2.742
23 H 2.990 1.761 -2.991
24 H 2.005 2.167 -1.572
25 H 0.447 -3.815 2.134
26 H -1.089 -4.222 2.922
27 H -0.062 -2.923 3.591
28 H -1.852 -1.321 3.577
29 H -3.078 -2.366 2.799
30 H -2.640 -0.803 2.057
31 H -2.295 -2.300 -0.073
32 H -2.566 -3.767 0.953
33 H -1.077 -3.644 -0.022
34 C 0.543 -0.642 2.397
35 H 1.072 0.223 1.960
36 H -0.185 -0.268 3.134
37 H 1.260 -1.294 2.894
38 C 3.019 -1.250 0.528
39 H 3.451 -0.701 1.388
40 H 2.367 -2.083 0.921
41 H 3.816 -1.745 -0.053
42 O -3.062 2.121 1.670
43 C -3.094 2.856 0.533
44 C -4.140 3.752 0.363
45 C -4.170 4.564 -0.777
46 C -3.231 4.395 -1.817
47 C -2.234 3.433 -1.699
48 C -2.125 2.682 -0.508
49 C -1.183 1.583 -0.419
50 O -0.803 0.915 -1.470
51 O -0.677 1.211 0.707
52 H -2.178 1.674 1.702
53 H -4.899 3.802 1.145
54 H -4.955 5.324 -0.848
55 H -3.305 5.022 -2.720
56 H -1.532 3.258 -2.494

energy	-77974.4375	eV
M	595.94	g mol⁻¹
charge	+2
HOMO level	-14.2	eV
frontier orbital gap	0.226	Ha

ORCA calculation (the ωB97M-V functional and the def2-TZVPD basis) on the molecule C18H22BNO3S at a distorted geometry.

Cartesian coordinates (Å):
1 O -1.244 -0.445 -2.003
2 C -0.221 -0.568 -1.339
3 N 0.865 0.279 -1.569
4 C 0.662 1.443 -2.429
5 C 1.348 2.710 -1.975
6 C 0.878 3.394 -0.733
7 C -0.241 4.230 -0.711
8 C -0.601 4.731 0.506
9 C 0.139 4.549 1.636
10 C 1.254 3.684 1.576
11 C 1.633 3.157 0.393
12 B 1.031 0.951 -3.923
13 O 0.244 -0.093 -4.453
14 O 2.050 1.449 -4.704
15 C -0.207 -1.619 -0.289
16 C 0.041 -3.061 -0.873
17 S 0.779 -4.228 0.330
18 C -1.507 -1.570 0.544
19 C -1.395 -2.295 1.814
20 C -1.498 -3.700 1.853
21 C -1.252 -4.313 3.097
22 C -0.935 -3.555 4.259
23 C -1.036 -2.179 4.210
24 C -1.157 -1.593 2.976
25 H 1.590 0.443 -0.838
26 H -0.400 1.550 -2.627
27 H 1.294 3.418 -2.757
28 H 2.408 2.486 -1.943
29 H -0.847 4.312 -1.621
30 H -1.593 5.271 0.667
31 H -0.125 4.911 2.592
32 H 1.911 3.613 2.391
33 H 2.367 2.351 0.373
34 H -0.312 -0.265 -3.626
35 H 2.053 1.019 -5.626
36 H 0.636 -1.376 0.315
37 H 0.688 -2.935 -1.683
38 H -0.938 -3.432 -1.215
39 H 1.757 -4.472 -0.588
40 H -2.358 -2.015 -0.003
41 H -1.820 -0.604 0.717
42 H -1.786 -4.183 0.923
43 H -1.277 -5.343 3.167
44 H -0.806 -4.018 5.207
45 H -1.008 -1.561 5.139
46 H -1.063 -0.529 2.845

energy	-38169.3373	eV
M	343.26	g mol⁻¹
HOMO level	-9.1	eV
frontier orbital gap	0.350	Ha

Copy entry 6 word for word.
ORCA calculation (the ωB97M-V functional and the def2-TZVPD basis) on a 2-piece molecular cluster, C4H12N3 overall at a distorted geometry.

Cartesian coordinates (Å):
1 C -0.325 -0.978 -0.593
2 C -0.458 -1.966 0.411
3 C 0.639 0.227 -2.455
4 C 0.964 0.858 1.496
5 N -0.112 -0.692 -1.731
6 N 0.142 0.975 0.392
7 N -1.259 1.160 0.781
8 H -0.827 -1.535 1.307
9 H -1.109 -2.905 0.077
10 H 0.622 -2.417 0.619
11 H 0.818 1.058 -1.865
12 H 0.263 0.378 -3.456
13 H 1.641 -0.212 -2.585
14 H 0.845 -0.177 1.992
15 H 1.949 0.832 1.057
16 H 0.941 1.632 2.292
17 H -1.319 2.168 0.522
18 H -1.569 0.901 1.677
19 H -1.845 0.690 0.064

energy	-8801.7391	eV
M	102.16	g mol⁻¹
charge	+1
HOMO level	-12.1	eV
relative energy (zero: lowest compared OMol25 entry of this formula, charge and spin)	138.3	kcal/mol
frontier orbital gap	0.316	Ha